No. 1
This record from the OMol25 dataset describes 2 unconnected molecules or ions with the total composition C3H7NOS in a non-equilibrium geometry. The level of theory is wB97M-V/def2-TZVPD.

Properties
HOMO energy in eV: -9.17
HOMO-LUMO gap in eV: 9.9
Energy relative to the best compared isomer or geometry (same formula, charge and spin) in kJ/mol: 456.5

Last column: Mulliken charge in e.
Element x y z (Å)
H 0.356 -2.751 0.682  0.3248
H -0.804 2.964 -1.839  0.2751
H 1.545 0.078 0.398  0.2412
S -0.309 0.705 -0.922  0.5524
N -0.131 2.490 -1.108  -0.6533
C -0.502 -3.014 1.220  -0.2639
C -1.439 -2.750 1.878  -0.4072
O -1.027 0.387 0.329  -0.5491
H -0.675 2.880 -0.345  0.2739
H 2.081 1.388 -0.596  0.3653
H -2.436 -2.697 2.327  0.3482
H 1.820 -0.173 -1.382  0.2802
C 1.522 0.494 -0.642  -0.7876

***

No. 2
This record from the OMol25 dataset describes a single C3H7NOS molecule in a non-equilibrium geometry. The level of theory is wB97M-V/def2-TZVPD.

Properties
HOMO energy in eV: -9.21
SMILES: NC(=O)CCS
HOMO-LUMO gap in eV: 9.9
Energy relative to the best compared isomer or geometry (same formula, charge and spin) in kJ/mol: 45.9

Last column: Mulliken charge in e.
Element x y z (Å)
H 1.284 -1.756 -0.442  0.2934
H -2.278 1.514 -1.523  0.2505
H 0.148 0.732 0.874  0.3678
O -1.563 -0.778 -1.156  -0.5962
H -0.987 2.264 -0.635  0.2116
H 1.121 0.743 -0.510  0.3546
C 0.357 0.155 -0.009  -0.6229
C 0.736 -1.263 0.393  -0.5588
N -1.554 1.445 -0.830  -0.4281
S 2.264 -1.095 1.500  -0.2095
H 1.534 -0.259 2.282  0.1079
C -0.993 0.177 -0.683  0.4541
H -0.069 -1.878 0.739  0.3756

***

No. 3
This record from the OMol25 dataset describes a gas-phase ion, C3H7NOS (charge +1). The level of theory is wB97M-V/def2-TZVPD.

Properties
Multiplicity: 2
<S²>: 0.753
HOMO energy (spin up / spin down) in eV: -14.11 / -14.10
HOMO-LUMO gap (spin up / spin down) in eV: 9.9 / 4.9
Total charge: +1
Energy relative to the best compared isomer or geometry (same formula, charge and spin) in kJ/mol: 0.0

Last column: Mulliken charge in e.
Element x y z (Å)
C -0.532 -1.472 -0.239  0.3437
N -1.575 -2.245 0.199  -0.4142
H -1.695 -3.069 -0.375  0.2888
H -0.276 2.517 0.863  0.2751
O 0.389 -1.900 -0.883  -0.5553
H 1.096 0.477 -1.107  0.4488
H -2.423 -1.799 0.507  0.2370
H -1.411 0.486 -0.151  0.4833
C -0.545 -0.029 0.246  -0.7322
C 0.788 0.606 -0.062  -0.4928
H 1.635 0.165 0.481  0.4644
S 0.902 2.358 0.220  0.2358
H -0.696 -0.062 1.323  0.4176

***

No. 4
This record from the OMol25 dataset describes a single C3H7NOS2 molecule in a non-equilibrium geometry. The level of theory is wB97M-V/def2-TZVPD.

Properties
HOMO energy in eV: -9.21
SMILES: NC[C@H](O)C(=S)S
HOMO-LUMO gap in eV: 8.6
Energy relative to the best compared isomer or geometry (same formula, charge and spin) in kJ/mol: 135.9

Last column: Mulliken charge in e.
Element x y z (Å)
N -3.010 -0.440 -0.373  -0.6435
H -1.435 -0.152 -1.602  0.3513
H -3.221 0.539 -0.451  0.2903
H -0.768 -0.722 1.323  0.3308
H -1.351 -1.726 -0.755  0.3069
H 2.627 -1.230 -0.489  0.1604
C -0.725 -0.017 0.484  -0.1291
H -3.218 -0.739 0.596  0.2647
S 1.551 1.426 -0.360  -0.2859
C -1.583 -0.608 -0.649  -0.5424
H -0.759 1.911 0.321  0.3084
O -1.291 1.268 0.825  -0.4659
C 0.752 0.087 0.113  0.2192
S 1.503 -1.533 0.196  -0.1653

***

No. 5
This record from the OMol25 dataset describes a single C3H7NOS2 molecule in a non-equilibrium geometry. The level of theory is wB97M-V/def2-TZVPD.

Properties
HOMO energy in eV: -8.85
HOMO-LUMO gap in eV: 9.6
Energy relative to the best compared isomer or geometry (same formula, charge and spin) in kJ/mol: 264.4

Last column: Mulliken charge in e.
Element x y z (Å)
O -1.814 1.693 0.098  -0.6250
H -1.985 -0.696 0.489  0.4402
H 0.895 2.013 0.447  0.4192
S -0.926 0.898 -0.756  0.4459
H 2.099 -0.096 1.028  0.4956
H 1.576 -0.629 -0.473  0.3055
N 0.150 -0.706 0.996  -0.3435
S -0.774 -2.298 -1.121  -0.2049
H 1.370 1.353 -1.114  0.3947
C -0.905 -0.741 0.129  -0.3085
H -1.732 -1.632 -1.771  0.1394
C 0.791 1.278 -0.271  -0.5627
H -0.033 -0.408 1.948  0.2978
C 1.289 -0.028 0.371  -0.8938

***

No. 6
This record from the OMol25 dataset describes a single C3H7NOS2 molecule in a non-equilibrium geometry. The level of theory is wB97M-V/def2-TZVPD.

Properties
HOMO energy in eV: -9.46
SMILES: NC(=O)CCSS
HOMO-LUMO gap in eV: 9.5
Energy relative to the best compared isomer or geometry (same formula, charge and spin) in kJ/mol: 95.1

Last column: Mulliken charge in e.
Element x y z (Å)
C 0.145 0.496 1.537  0.3944
H 0.879 -1.668 0.033  0.4566
H 1.624 0.996 0.236  0.2260
H -0.721 -2.238 0.047  0.3138
S -0.002 -1.435 -2.109  -0.0777
H -1.643 0.007 0.460  0.3668
H -1.632 0.556 -3.097  0.1886
H 1.784 1.598 2.010  0.2538
H -0.528 0.806 -0.364  0.2705
N 1.304 1.202 1.198  -0.4113
C -0.041 -1.371 -0.300  -0.4654
O -0.256 0.539 2.721  -0.6368
S -0.346 0.572 -2.712  -0.2688
C -0.566 -0.061 0.337  -0.6104

***

No. 7
This record from the OMol25 dataset describes a molecular structure, C3H7NOSn in a non-equilibrium geometry. The level of theory is wB97M-V/def2-TZVPD.

Properties
HOMO energy in eV: -17.45
HOMO-LUMO gap in eV: 5.0
Total charge: +2
Energy relative to the best compared isomer or geometry (same formula, charge and spin) in kJ/mol: 179.8

Last column: Mulliken charge in e.
Element x y z (Å)
H -23.297 2.668 -25.382  0.1939
H -24.606 4.284 -21.833  0.3216
H -23.314 5.165 -22.436  0.3941
H -21.839 4.730 -25.558  0.3444
C -21.796 4.055 -24.704  -0.8368
H -22.923 3.604 -21.758  0.3719
H -21.440 4.644 -23.859  0.3198
C -23.662 4.135 -22.358  -1.1699
O -25.136 2.914 -23.727  -0.6099
N -23.083 3.307 -24.630  -0.0953
H -20.956 3.430 -25.008  0.3283
C -23.976 3.376 -23.620  0.7527
Sn -26.187 0.187 -24.290  1.6851

***

No. 8
This record from the OMol25 dataset describes 2 unconnected molecules or ions with the total composition C3H7NS in a non-equilibrium geometry. The level of theory is wB97M-V/def2-TZVPD.

Properties
HOMO energy in eV: -8.57
SMILES: CC1=NS1.C
HOMO-LUMO gap in eV: 9.1
Energy relative to the best compared isomer or geometry (same formula, charge and spin) in kJ/mol: 250.2

Last column: Mulliken charge in e.
Element x y z (Å)
H 0.084 1.547 0.799  0.2768
N -1.150 -0.892 0.083  -0.2825
S -2.887 -0.766 0.790  -0.2510
H 1.387 -0.080 -1.067  0.1505
H 2.062 -1.592 -2.042  0.3188
H -1.258 1.596 1.995  0.2482
H -1.335 2.491 0.453  0.2869
C 1.826 -1.046 -1.157  -0.9811
H 1.033 -1.706 -0.794  0.2954
C -0.962 1.475 0.870  -0.8275
H 2.669 -1.207 -0.477  0.2498
C -1.471 0.180 0.547  0.5157

***

No. 9
This record from the OMol25 dataset describes 2 unconnected molecules or ions with the total composition C3H7NS in a non-equilibrium geometry. The level of theory is wB97M-V/def2-TZVPD.

Properties
HOMO energy in eV: -9.79
SMILES: CC1=NC1.S
HOMO-LUMO gap in eV: 10.6
Energy relative to the best compared isomer or geometry (same formula, charge and spin) in kJ/mol: 282.5

Last column: Mulliken charge in e.
Element x y z (Å)
H 1.318 1.526 0.961  0.2492
N 0.736 -1.321 -0.334  -0.4846
S -3.557 -0.158 -0.357  -0.3100
H 2.655 -1.203 0.784  0.1823
H -4.678 -0.665 0.393  0.1587
C 2.121 -0.814 -0.143  -0.3600
C 0.894 -0.068 -0.174  0.4889
H -2.800 -1.137 -0.252  0.1431
C 0.448 1.304 0.202  -0.7656
H 0.495 2.083 -0.705  0.2332
H -0.503 1.370 0.633  0.3060
H 2.871 -0.917 -1.006  0.1588

***

No. 10
This record from the OMol25 dataset describes a single C3H7NS2 molecule in a non-equilibrium geometry. The level of theory is wB97M-V/def2-TZVPD.

Properties
HOMO energy in eV: -9.02
SMILES: CS/C(C)=N\S
HOMO-LUMO gap in eV: 9.5
Energy relative to the best compared isomer or geometry (same formula, charge and spin) in kJ/mol: 228.8

Last column: Mulliken charge in e.
Element x y z (Å)
H 0.193 0.921 2.750  0.2479
S 0.846 1.274 0.195  -0.1079
H 1.591 -2.283 0.186  0.3703
N -0.320 -1.114 -0.456  -0.4435
C 0.645 -0.500 0.057  0.4757
C 1.887 -1.254 0.353  -0.9550
H 2.676 -1.076 -0.246  0.3106
H -1.101 0.708 1.477  0.3057
H -0.481 2.531 1.741  0.2443
S -1.757 -0.632 -1.198  -0.1002
H -1.693 0.821 -0.968  0.1373
H 2.207 -1.383 1.467  0.2283
C -0.296 1.305 1.731  -0.7135

***

No. 11
This record from the OMol25 dataset describes 2 unconnected molecules or ions with the total composition C3H7NSi in a non-equilibrium geometry. The level of theory is wB97M-V/def2-TZVPD.

Properties
Multiplicity: 3
<S²>: 2.006
HOMO energy (spin up / spin down) in eV: -5.39 / -11.26
HOMO-LUMO gap (spin up / spin down) in eV: 6.4 / 9.8
Energy relative to the best compared isomer or geometry (same formula, charge and spin) in kJ/mol: 69.0

Last column: Mulliken charge in e.
Element x y z (Å)
C 3.797 0.686 -0.963  0.0704
H 3.989 0.360 -1.918  0.2867
Si -1.402 0.188 -0.285  0.1524
H -0.234 -1.020 1.622  0.3294
N 3.574 1.145 0.084  -0.3480
C -3.091 -0.397 0.009  -0.6640
H 0.735 0.430 1.443  0.2647
H -3.276 -1.226 0.730  0.3001
H -3.962 -0.094 -0.623  0.3139
H -1.027 1.218 -1.187  -0.0431
H 0.835 -0.929 0.240  0.2456
C 0.061 -0.362 0.849  -0.9081

***

No. 12
This record from the OMol25 dataset describes a molecular structure, C3H7NdO3 in a non-equilibrium geometry. The level of theory is wB97M-V/def2-TZVPD.

Properties
Multiplicity: 5
<S²>: 6.014
HOMO energy (spin up / spin down) in eV: -11.93 / -13.30
HOMO-LUMO gap (spin up / spin down) in eV: 6.0 / 7.9
Total charge: +1
Energy relative to the best compared isomer or geometry (same formula, charge and spin) in kJ/mol: 0.0

Last column: Mulliken charge in e.
Element x y z (Å)
C -1.085 2.293 0.346  -0.1542
H -0.509 3.055 -0.213  0.3064
H -1.284 2.641 1.378  0.2925
Nd -1.845 -0.360 -0.755  2.0057
H 1.298 -2.304 -0.187  0.1546
O -0.652 -2.390 -0.961  -0.6906
O -0.177 1.122 0.498  -0.3347
H 1.231 2.139 1.645  0.3430
C 1.087 1.300 0.963  -0.5253
C 0.585 -2.983 -0.791  -0.4854
H 0.539 -3.958 -0.268  0.2283
O -2.154 1.806 -0.299  -0.6937
H 1.097 -3.155 -1.758  0.2497
H 1.869 0.793 0.402  0.3036

***

No. 13
This record from the OMol25 dataset describes 2 unconnected molecules or ions with the total composition C3H7O in a non-equilibrium geometry. The level of theory is wB97M-V/def2-TZVPD.

Properties
HOMO energy (spin up / spin down) in eV: -14.93 / -15.57
HOMO-LUMO gap (spin up / spin down) in eV: 8.8 / 12.0
Total charge: +1
Energy relative to the best compared isomer or geometry (same formula, charge and spin) in kJ/mol: 650.9

Last column: Mulliken charge in e.
Element x y z (Å)
H -1.857 -0.551 -0.885  0.2876
H 2.665 -1.177 -2.035  0.0747
C 0.870 -0.576 0.015  -0.2261
H 0.615 -1.519 0.444  0.3412
O -0.218 0.265 -0.499  0.0048
H 1.485 1.518 -0.019  0.2442
H 0.534 0.967 1.429  0.2747
C -1.524 0.009 0.025  -0.6063
H -1.421 -0.689 0.964  0.3603
H -1.997 1.003 0.164  0.3023
C 0.847 0.749 0.396  -0.0572

***

No. 14
This record from the OMol25 dataset describes a gas-phase ion, C3H7O2 (charge -1). The level of theory is wB97M-V/def2-TZVPD.

Properties
HOMO energy in eV: -2.27
SMILES: [O-]CCCO
HOMO-LUMO gap in eV: 6.1
Total charge: -1
Energy relative to the best compared isomer or geometry (same formula, charge and spin) in kJ/mol: 220.1

Last column: Mulliken charge in e.
Element x y z (Å)
H 1.424 1.357 1.449  0.2066
O 1.444 -0.733 1.582  -0.8599
H 1.841 0.500 -0.063  0.1679
C 1.240 0.381 0.894  -0.4747
H -1.767 -0.947 -2.070  0.2719
H -0.919 0.643 1.156  0.3144
O -1.709 -0.291 -1.368  -0.5233
H -0.277 1.489 -0.243  0.2795
H 0.287 -0.848 -1.179  0.2406
C -0.203 0.563 0.347  -0.5449
H -0.799 -1.504 0.028  0.2001
C -0.562 -0.610 -0.532  -0.2780

***

No. 15
This record from the OMol25 dataset describes 2 unconnected molecules or ions with the total composition C3H7O2S in a non-equilibrium geometry. The level of theory is wB97M-V/def2-TZVPD.

Properties
HOMO energy in eV: -2.56
HOMO-LUMO gap in eV: 6.3
Total charge: -1
Energy relative to the best compared isomer or geometry (same formula, charge and spin) in kJ/mol: 177.5

Last column: Mulliken charge in e.
Element x y z (Å)
H 0.513 -1.322 -0.650  0.2187
H -2.518 -0.376 0.408  0.3177
O -0.566 0.072 1.698  -0.4811
H -0.397 0.831 -0.839  -0.0487
S 1.673 1.019 -2.170  -0.6739
H 1.263 -0.670 2.210  0.3069
H 1.029 1.654 -0.024  0.2452
O -2.948 -0.120 -0.356  -0.6266
C 0.494 -0.451 1.440  0.0385
H -2.307 -0.002 -0.971  0.3038
C 0.678 0.815 -0.622  -0.4595
H 2.063 -0.910 -0.083  0.2940
C 1.021 -0.541 -0.042  -0.4350

***

No. 16
This record from the OMol25 dataset describes 2 unconnected molecules or ions with the total composition C3H7O2Si in a non-equilibrium geometry. The level of theory is wB97M-V/def2-TZVPD.

Properties
HOMO energy in eV: -3.60
HOMO-LUMO gap in eV: 5.8
Total charge: -1
Energy relative to the best compared isomer or geometry (same formula, charge and spin) in kJ/mol: 219.9

Last column: Mulliken charge in e.
Element x y z (Å)
H -0.681 0.428 -0.976  0.3067
Si -1.783 -1.329 0.505  0.0034
H -0.250 1.795 0.757  -0.0078
C 0.633 2.080 1.552  0.1312
H 1.377 -0.874 -0.122  0.2819
H -1.154 -0.739 -2.085  0.3182
C 0.724 -1.312 -0.884  -1.0616
O 1.529 1.286 1.594  -0.5186
H 0.578 -2.414 -0.808  0.3284
H -1.858 0.022 1.133  -0.0310
O 0.344 3.090 2.171  -0.6253
C -0.709 -0.720 -0.975  -0.4136
H 1.252 -1.312 -1.863  0.2881

***

No. 17
This record from the OMol25 dataset describes a molecular structure, C3H7O2Y in a non-equilibrium geometry. The level of theory is wB97M-V/def2-TZVPD.

Properties
Multiplicity: 2
<S²>: 0.761
HOMO energy (spin up / spin down) in eV: -13.52 / -13.50
HOMO-LUMO gap (spin up / spin down) in eV: 8.0 / 7.5
Total charge: +1
Energy relative to the best compared isomer or geometry (same formula, charge and spin) in kJ/mol: 32.4

Last column: Mulliken charge in e.
Element x y z (Å)
C 1.827 -0.870 -0.327  0.2208
O -2.372 0.831 0.091  -0.5465
H 2.203 0.873 -1.572  0.3040
H 1.982 -1.471 -1.238  0.3447
H 0.477 -3.098 -0.540  0.2845
C 0.037 -2.464 0.244  -0.6257
H -1.103 -2.419 0.186  0.2537
H 2.472 -1.268 0.473  0.3309
C 1.938 0.622 -0.535  -1.6200
Y -0.257 1.031 0.025  1.7945
O 0.457 -1.126 0.132  -0.2995
H 2.682 1.076 0.135  0.2769
H 0.320 -2.851 1.234  0.2818

***

No. 18
This record from the OMol25 dataset describes 2 unconnected molecules or ions with the total composition C3H7O3 in a non-equilibrium geometry. The level of theory is wB97M-V/def2-TZVPD.

Properties
HOMO energy in eV: -4.46
HOMO-LUMO gap in eV: 8.6
Total charge: -1
Energy relative to the best compared isomer or geometry (same formula, charge and spin) in kJ/mol: 137.1

Last column: Mulliken charge in e.
Element x y z (Å)
H -1.826 0.109 -1.842  0.3178
H -0.146 0.449 -1.052  0.1699
O 1.358 -0.650 0.306  -0.5989
C -1.598 0.385 0.329  -0.2811
H -0.813 -1.143 -0.763  0.2210
H -1.945 1.378 0.323  0.2643
C 2.545 -0.377 0.175  -0.0622
O 3.288 -0.362 -0.799  -0.6194
C -1.116 -0.134 -1.007  -0.7252
H 3.003 -0.101 1.143  0.2918
H -2.424 -0.259 0.846  0.1670
O -0.608 0.530 1.339  -0.6049
H 0.279 0.177 1.004  0.4600